Entry from OMol25: C12H21Br15O11S3 as an isolated structure (the ωB97M-V functional and the def2-TZVPD basis).

The calculation puts the largest force on an atom at 4.6 eV Å⁻¹. The LUMO energy (alpha / beta) comes out at -5.45 / -9.87 eV. The molar mass comes out at 1636.05 g mol⁻¹. For the gap between HOMO and LUMO (alpha / beta), the calculation gives 6.5 / 2.0 eV. The energy is -1118432.778 eV.

```
! wB97M-V def2-TZVPD RIJCOSX def2/J DEFGRID3
* xyz 1 2
O 0.785 -0.214 0.704
S 0.267 0.687 -0.308
O 0.603 0.497 -1.726
O -1.290 1.140 -0.054
C -2.152 0.542 -1.112
C -3.488 1.128 -0.852
C 0.889 2.374 0.041
H -2.080 -0.542 -1.023
H -1.824 0.756 -2.129
H -4.284 0.923 -1.567
H -3.540 2.185 -0.588
H -3.870 0.669 0.060
H 0.945 2.544 1.116
H 0.391 3.107 -0.594
H 1.874 2.221 -0.400
C -0.509 1.373 4.099
Br -1.591 2.198 5.519
Br -1.902 0.208 3.250
Br 0.889 0.265 4.942
H -0.176 2.148 3.410
C -0.910 5.847 1.105
Br -2.299 4.543 0.413
Br 0.455 6.305 -0.185
Br -0.193 5.318 2.861
H -1.507 6.725 1.350
C 5.061 2.676 1.416
Br 4.004 3.614 0.131
Br 6.780 2.225 0.601
Br 4.118 1.011 1.941
H 5.043 3.378 2.250
C -4.506 -1.125 -4.285
Br -3.509 0.631 -4.648
Br -3.627 -2.776 -4.908
Br -6.299 -0.836 -5.042
H -4.636 -1.211 -3.207
C -0.132 3.030 -4.162
Br 1.302 4.168 -3.405
Br 0.070 2.908 -6.094
Br -1.824 3.971 -3.837
H -0.266 2.109 -3.593
C 1.642 -2.956 2.955
C 2.802 -2.766 3.822
O 3.533 -4.019 3.920
S 3.400 -4.827 2.438
O 3.448 -6.256 2.543
O 4.319 -4.176 1.504
O 1.878 -4.219 2.288
H 1.550 -2.207 2.169
H 0.738 -3.084 3.551
H 2.418 -2.429 4.785
H 3.371 -1.976 3.332
C 0.214 -3.711 -0.497
C 0.366 -2.893 -1.776
O -0.932 -2.454 -2.019
S -2.126 -3.534 -1.616
O -2.100 -4.771 -2.460
O -3.416 -2.889 -1.253
O -1.181 -3.853 -0.283
H 0.810 -3.262 0.298
H 0.536 -4.738 -0.665
H 0.494 -3.532 -2.650
H 1.174 -2.168 -1.875
*
```


Entry from OMol25: C3H6SSe in the gas phase (the ωB97M-V functional and the def2-TZVPD basis).

The energy relative to the best compared isomer or geometry (same formula, charge and spin) comes out at 0.378 eV. The calculation puts the largest force on an atom at 6.3 eV Å⁻¹. The LUMO energy comes out at 0.73 eV. The molar mass comes out at 153.11 g mol⁻¹. For the gap between HOMO and LUMO, the calculation gives 9.5 eV. The energy is -79387.433 eV.

```
! wB97M-V def2-TZVPD RIJCOSX def2/J DEFGRID3
* xyz 0 1
Se -2.492 -0.080 0.039
C -0.800 -0.808 -0.362
C 0.457 -0.171 0.614
C 1.328 0.799 -0.014
S 1.990 -0.854 -0.001
H -2.137 1.202 0.117
H -1.033 -1.925 -0.283
H -0.356 -0.793 -1.421
H 0.342 -0.269 1.615
H 0.985 1.314 -1.028
H 1.715 1.583 0.725
*
```


Entry from OMol25: C22H38Br2InN8Se as an isolated structure (the ωB97M-V functional and the def2-TZVPD basis).

The calculation puts the largest force on an atom at 0.9 eV Å⁻¹. The LUMO energy comes out at -10.69 eV. The molar mass comes out at 768.19 g mol⁻¹. For the gap between HOMO and LUMO, the calculation gives 3.1 eV. The energy is -245931.208 eV.

```
! wB97M-V def2-TZVPD RIJCOSX def2/J DEFGRID3
* xyz 3 1
In 0.836 -0.554 -0.947
Br 4.052 -1.610 -1.616
C 3.940 -1.447 -3.531
Br 2.274 -0.617 -4.078
H 3.973 -2.436 -3.965
H 4.748 -0.818 -3.879
C -3.944 -1.223 -4.354
N -2.973 -0.439 -3.573
C -2.771 0.923 -4.087
C -2.393 -0.893 -2.470
N -1.863 0.005 -1.529
C -2.560 0.967 -1.039
C -4.010 1.057 -1.110
C -4.652 2.129 -0.628
C -3.926 3.266 -0.049
C -2.601 3.232 0.130
C -1.830 2.061 -0.267
N -0.573 1.902 -0.086
C 0.187 2.761 0.726
N -0.158 2.952 1.995
C -1.024 2.020 2.727
C 0.165 4.172 2.751
N 1.297 3.243 0.197
C 2.473 3.654 0.974
C 1.476 3.357 -1.255
N -2.173 -2.180 -2.243
C -2.043 -3.198 -3.293
C -2.090 -2.716 -0.875
H -4.806 -0.581 -4.535
H -4.276 -2.094 -3.800
H -3.535 -1.520 -5.319
H -3.642 1.547 -3.884
H -2.636 0.862 -5.165
H -1.885 1.377 -3.656
H -4.566 0.233 -1.536
H -5.733 2.174 -0.671
H -4.489 4.141 0.248
H -2.082 4.077 0.561
H -1.085 1.061 2.222
H -2.026 2.433 2.855
H -0.593 1.863 3.714
H 0.670 4.903 2.130
H 0.771 3.944 3.626
H -0.776 4.606 3.095
H 2.399 3.321 2.003
H 2.616 4.733 0.940
H 3.344 3.185 0.519
H 0.607 2.983 -1.787
H 2.363 2.801 -1.558
H 1.622 4.404 -1.522
H -1.957 -2.743 -4.273
H -2.879 -3.897 -3.277
H -1.129 -3.757 -3.094
H -2.183 -1.923 -0.139
H -1.146 -3.242 -0.733
H -2.902 -3.427 -0.720
C 4.411 -4.956 2.186
N 4.016 -4.005 3.218
C 4.623 -3.892 4.455
C 4.014 -2.885 5.104
N 3.040 -2.387 4.253
C 2.128 -1.310 4.584
C 3.051 -3.076 3.093
Se 1.975 -2.808 1.600
H 5.223 -4.548 1.586
H 3.558 -5.158 1.545
H 4.740 -5.877 2.660
H 5.437 -4.524 4.764
H 4.176 -2.490 6.091
H 2.605 -0.658 5.311
H 1.204 -1.705 5.004
H 1.898 -0.757 3.677
*
```


Entry from OMol25: C10H20Cl2FHfO9 as an isolated structure (the ωB97M-V functional and the def2-TZVPD basis).

The energy relative to the best compared isomer or geometry (same formula, charge and spin) comes out at 0.000 eV. The calculation puts the largest force on an atom at 11.2 eV Å⁻¹. The LUMO energy comes out at -14.97 eV. The molar mass comes out at 552.66 g mol⁻¹. For the gap between HOMO and LUMO, the calculation gives 2.4 eV. The energy is -58156.478 eV.

```
! wB97M-V def2-TZVPD RIJCOSX def2/J DEFGRID3
* xyz 3 1
Hf -7.341 9.086 8.045
F -8.625 7.089 7.581
C -4.754 9.029 4.147
O -5.270 7.667 4.047
C -5.797 7.119 5.114
O -6.187 7.711 6.183
O -5.794 5.849 4.957
C -6.471 5.020 5.898
H -4.229 9.193 3.206
H -4.066 9.189 4.977
H -5.680 9.604 4.165
H -6.027 4.040 5.722
H -7.557 5.110 5.852
H -6.195 5.315 6.910
C -9.726 5.822 10.104
O -9.410 6.665 11.193
C -8.744 7.783 11.022
O -8.182 8.171 10.011
O -8.756 8.534 12.161
C -9.277 8.000 13.402
H -10.330 6.417 9.419
H -10.224 4.914 10.445
H -8.895 5.527 9.463
H -10.339 7.874 13.193
H -9.058 8.737 14.175
H -8.820 7.026 13.582
C -11.792 9.094 9.987
O -11.959 9.606 8.682
C -10.874 9.831 7.959
O -9.688 9.669 8.276
O -11.197 10.145 6.644
C -12.548 10.630 6.364
H -11.548 9.848 10.737
H -11.123 8.240 10.089
H -12.687 8.630 10.401
H -12.482 10.859 5.300
H -12.845 11.443 7.026
H -13.323 9.870 6.459
C -11.558 5.770 5.696
Cl -12.228 7.356 5.851
Cl -12.699 4.439 5.524
H -10.953 5.806 4.790
H -10.969 5.571 6.592
*
```


Entry from OMol25: C12H20N6O2PtS3 as an isolated structure (the ωB97M-V functional and the def2-TZVPD basis).

The energy relative to the best compared isomer or geometry (same formula, charge and spin) comes out at 0.000 eV. The calculation puts the largest force on an atom at 1.1 eV Å⁻¹. The LUMO energy comes out at -5.95 eV. The molar mass comes out at 571.61 g mol⁻¹. For the gap between HOMO and LUMO, the calculation gives 8.3 eV. The energy is -61544.605 eV.

```
! wB97M-V def2-TZVPD RIJCOSX def2/J DEFGRID3
* xyz 2 1
Pt -0.474 -0.063 0.098
C -0.101 -3.293 3.483
O -1.053 -3.515 2.412
C -1.187 -2.586 1.505
O -0.538 -1.518 1.572
N -2.083 -2.919 0.568
N -2.346 -2.082 -0.517
H -0.118 -4.210 4.061
H -0.421 -2.451 4.091
H 0.887 -3.113 3.067
H -2.505 -3.836 0.633
H -3.324 -1.814 -0.511
H -2.140 -2.571 -1.381
C 0.268 0.136 -3.311
C -0.396 1.276 -2.623
N -0.681 1.326 -1.333
C -1.336 2.499 -0.969
C -1.509 3.357 -2.000
S -0.885 2.686 -3.442
C -1.778 2.574 0.419
C -2.412 3.564 1.090
S -2.653 3.094 2.712
C -1.912 1.584 2.428
N -1.515 1.448 1.184
C -1.772 0.567 3.505
H 0.549 -0.622 -2.584
H 1.160 0.471 -3.840
H -0.404 -0.306 -4.048
H -1.988 4.322 -1.994
H -2.715 4.534 0.733
H -1.878 1.029 4.484
H -0.801 0.085 3.436
H -2.546 -0.196 3.404
C 4.989 -0.072 -2.046
N 3.882 -0.780 -1.414
C 2.754 -0.214 -1.024
N 2.546 1.078 -1.276
S 1.617 -1.171 -0.156
H 5.782 -0.785 -2.246
H 5.383 0.704 -1.387
H 4.677 0.365 -2.996
H 3.986 -1.763 -1.213
H 3.248 1.657 -1.710
H 1.741 1.520 -0.864
*
```


Entry from OMol25: C2H2Br3I as an isolated structure (the ωB97M-V functional and the def2-TZVPD basis).

The energy relative to the best compared isomer or geometry (same formula, charge and spin) comes out at 1.523 eV. The calculation puts the largest force on an atom at 3.8 eV Å⁻¹. The LUMO energy comes out at -0.68 eV. The molar mass comes out at 392.65 g mol⁻¹. For the gap between HOMO and LUMO, the calculation gives 9.0 eV. The energy is -220332.230 eV.

```
! wB97M-V def2-TZVPD RIJCOSX def2/J DEFGRID3
* xyz 0 1
C -0.332 -0.143 -0.302
C -1.883 1.079 -0.403
Br -1.113 -1.905 -0.330
Br -2.653 0.741 -2.197
Br -3.160 0.683 0.920
I -0.958 2.974 0.050
H 0.044 0.391 0.560
H 0.510 0.087 -0.998
*
```